# 1
{"formula": "C3H6O4", "method": "wB97M-V/def2-TZVPD", "e_tot_ev": -11396.0335, "symbols": ["O", "C", "O", "O", "C", "C", "O", "H", "H", "H", "H", "H", "H"], "coordinates": [[0.093001, -2.327027, -2.347950], [-0.114071, -1.795275, -1.284660], [-0.520544, -2.462962, -0.226042], [0.073654, -0.473893, -1.152307], [-0.425519, 0.256440, -0.043045], [0.128047, 1.603291, 0.157062], [0.738229, 1.271076, 1.695372], [-0.429118, -1.974294, 0.636943], [-1.517583, 0.237644, -0.097819], [0.046424, -0.141314, 1.124748], [-0.674564, 2.333216, 0.316218], [0.987277, 1.806678, -0.492888], [1.614768, 1.666420, 1.714369]], "forces_ev_per_a": [[-0.257, 0.440, 1.035], [0.499, -0.283, -1.743], [-0.205, -0.143, 1.949], [0.526, 1.023, 0.000], [-0.120, -2.665, 2.651], [1.423, -0.835, 3.027], [-0.538, 2.017, -2.684], [-0.144, -0.307, -1.328], [0.088, 0.002, 0.199], [-1.841, -0.025, -3.384], [0.827, 0.145, -0.201], [-0.480, 0.424, 0.244], [0.222, 0.207, 0.236]]}

***

# 2
{"formula": "C13H31Br6F2N4NiO11S2", "method": "wB97M-V/def2-TZVPD", "e_tot_ev": -530854.8101, "spin_multiplicity": 4, "symbols": ["Ni", "N", "S", "O", "O", "F", "S", "O", "O", "F", "C", "N", "O", "O", "H", "H", "H", "C", "N", "O", "O", "H", "H", "H", "C", "N", "O", "O", "H", "H", "H", "Br", "C", "C", "Br", "H", "H", "H", "H", "Br", "C", "C", "Br", "H", "H", "H", "H", "Br", "C", "C", "Br", "H", "H", "H", "H", "C", "C", "O", "C", "C", "H", "H", "H", "H", "H", "H", "H", "H", "H", "H"], "coordinates": [[18.097640, 5.643720, -3.205570], [18.331590, 4.768390, -1.476590], [17.646830, 5.258160, -0.178150], [18.261470, 6.337550, 0.603530], [16.671620, 4.374050, 0.471360], [16.601650, 6.145810, -0.962410], [19.356720, 3.792770, -0.526160], [18.834940, 2.470210, -0.191040], [20.206240, 4.405900, 0.508420], [20.408420, 3.436120, -1.710380], [18.394290, 9.282620, -0.807170], [18.240330, 10.734470, -0.497860], [17.189210, 11.000780, 0.143460], [19.091980, 11.561650, -0.839120], [17.581420, 8.722590, -1.269440], [18.641040, 8.850920, 0.162800], [19.325780, 9.193090, -1.366120], [21.963790, 4.966520, -4.441690], [22.415070, 5.501970, -3.148890], [22.783920, 4.701820, -2.331480], [22.446500, 6.704360, -3.070690], [21.752990, 5.807200, -5.102690], [21.179090, 4.212010, -4.386360], [22.845900, 4.385300, -4.710300], [16.900590, 1.897060, -3.385560], [15.843390, 2.894270, -3.608940], [14.663850, 2.566830, -3.900690], [16.223710, 4.084110, -3.508950], [16.358960, 0.964870, -3.225050], [17.560380, 2.162450, -2.559510], [17.422070, 1.932220, -4.342070], [25.949850, 6.017930, -0.190220], [24.216100, 7.027030, -0.019470], [23.235330, 6.271810, 0.818340], [21.579260, 7.352970, 0.764520], [23.880240, 7.295360, -1.021110], [24.536590, 7.919430, 0.518130], [23.524340, 6.004360, 1.834720], [23.033550, 5.325090, 0.317240], [14.897150, 1.190940, -0.408420], [15.324710, 0.293960, 1.251200], [16.491290, 0.967080, 2.035970], [16.757400, 0.188160, 3.794260], [15.577390, -0.743880, 1.034070], [14.463760, 0.334020, 1.918480], [16.325050, 2.036250, 2.167620], [17.455060, 0.951300, 1.527050], [17.454820, 3.994290, 3.860180], [16.870310, 5.871630, 3.688220], [16.609190, 6.487660, 5.033900], [15.550670, 8.152990, 5.069680], [15.947950, 5.858430, 3.107570], [17.705080, 6.385250, 3.211290], [17.486980, 6.746850, 5.625860], [16.102380, 5.793690, 5.704460], [20.352940, 1.452670, 4.467530], [20.573960, 1.843240, 3.021280], [21.604010, 1.046090, 2.535430], [21.791470, 1.080010, 1.102860], [23.075720, 0.276680, 0.842530], [21.060180, 1.987110, 5.101790], [19.377010, 1.734010, 4.863130], [20.535410, 0.400640, 4.686740], [19.616700, 1.624370, 2.548160], [20.823080, 2.902360, 2.955690], [20.891780, 0.646110, 0.666520], [21.910630, 2.131270, 0.840670], [23.257100, 0.155430, -0.225410], [23.116060, -0.754490, 1.193480], [23.908200, 0.777360, 1.336900]], "forces_ev_per_a": [[-0.591, -0.130, -0.629], [3.139, -2.748, 1.941], [-7.359, 5.747, 5.417], [-0.079, -2.628, -1.335], [3.013, 0.418, -0.926], [-0.707, 0.888, -1.700], [5.643, -4.842, 0.625], [-0.133, 2.533, -1.103], [-2.444, -0.555, -2.721], [-1.106, 0.703, 0.416], [2.107, -0.202, 0.428], [-2.277, 1.437, 0.554], [2.399, -0.268, -1.379], [-1.302, -1.705, 0.536], [-0.323, 0.891, 0.198], [-0.389, -0.185, 0.024], [-0.204, 0.037, -0.309], [0.613, -0.646, -0.733], [-0.594, -0.206, -0.540], [0.242, -0.101, 0.771], [0.088, 0.784, 0.644], [0.023, -0.360, 0.060], [-0.196, 0.397, 0.516], [-0.033, 0.174, -0.692], [-0.644, -0.741, -0.492], [-2.557, 1.292, -0.034], [3.957, 0.931, 0.954], [-0.699, -0.742, -0.336], [0.482, -0.064, -0.048], [-0.361, 0.165, -0.027], [0.247, -0.420, 0.105], [-0.863, 0.237, -0.019], [1.401, 0.611, 0.699], [-0.474, -0.870, -0.956], [0.459, -0.355, 0.294], [-0.025, -0.391, 0.208], [-0.065, 0.059, -0.267], [0.007, 0.696, -0.028], [-0.458, 0.086, 0.008], [0.069, 0.023, 0.119], [1.096, -0.001, 1.561], [-0.125, 0.591, -1.103], [-0.196, -0.038, -0.291], [-0.153, 0.160, -0.125], [-0.181, -0.046, -0.437], [-0.401, -0.148, 0.231], [-0.126, -0.513, -0.107], [-0.119, 0.556, 0.192], [0.137, 0.367, -0.002], [0.002, -0.312, 1.735], [0.248, -0.538, -0.434], [0.360, -0.023, -0.203], [-0.390, -0.139, -0.367], [0.289, 0.036, -0.589], [-0.450, 0.065, -0.319], [0.605, 0.576, 1.174], [-0.750, -0.564, 0.880], [0.693, -0.476, -0.787], [0.459, -0.732, 1.771], [-0.150, 0.161, -0.349], [0.198, 0.039, 0.081], [-0.140, -0.059, -0.304], [-0.216, -0.100, -0.455], [-0.055, 0.206, -0.798], [-0.176, 0.209, -0.266], [0.020, 0.061, -0.442], [0.008, 0.033, -0.531], [0.158, 0.484, -0.135], [-0.708, 0.074, 0.438], [0.058, 0.124, -0.267]]}

***

# 3
{"formula": "C27H21Cl5N3O3Pt", "method": "wB97M-V/def2-TZVPD", "e_tot_ev": -104781.0969, "charge": 1, "symbols": ["Pt", "O", "C", "O", "C", "C", "C", "C", "C", "N", "H", "H", "H", "H", "C", "N", "C", "C", "C", "C", "C", "N", "C", "C", "C", "C", "C", "C", "H", "H", "H", "H", "H", "H", "H", "H", "H", "H", "H", "Cl", "C", "C", "C", "Cl", "C", "Cl", "C", "Cl", "C", "Cl", "C", "C", "C", "O", "H", "H", "H", "H", "H", "H"], "coordinates": [[-0.108236, 0.891937, -0.118957], [-3.521637, 1.567202, 1.964910], [-2.426664, 1.237862, 1.570843], [-1.666530, 1.901068, 0.767298], [-1.783158, -0.038929, 2.029871], [-2.268365, -0.743520, 3.112950], [-1.620882, -1.896018, 3.509993], [-0.520490, -2.311667, 2.776638], [-0.099580, -1.561642, 1.699649], [-0.706705, -0.423933, 1.323310], [-3.143767, -0.350162, 3.610575], [-1.963187, -2.460880, 4.366494], [0.017058, -3.215287, 3.027093], [0.739374, -1.892820, 1.122121], [2.714200, 0.676438, -1.562815], [2.009453, 1.710168, -1.570861], [1.755313, 2.608568, -2.558053], [0.472297, 3.010140, -2.570877], [-0.230063, 3.946981, -3.416500], [-1.521618, 3.927047, -3.019591], [-1.603034, 2.971241, -1.933652], [-0.450832, 2.433686, -1.667400], [1.129579, -1.179793, -1.100819], [0.337029, -2.063435, -1.654120], [0.863985, -3.495770, -1.390227], [1.817692, -4.022722, -0.604141], [2.858995, -3.392124, 0.393403], [2.822297, -2.113605, 0.189625], [3.239474, -1.274075, -1.587759], [3.449831, 0.684240, -2.385410], [2.496027, 2.940356, -3.283781], [0.218544, 4.541970, -4.195908], [-2.346209, 4.499545, -3.410654], [-2.477465, 2.707103, -1.355984], [-0.561118, -1.866810, -2.215157], [0.306079, -4.256860, -1.926817], [1.852933, -5.107607, -0.631054], [3.442302, -3.981030, 1.083397], [3.862789, -0.361790, -0.234198], [0.324413, 2.380434, 2.885324], [1.901686, 1.766375, 2.866709], [2.519394, 0.834672, 1.880119], [2.063305, 0.229929, 0.793601], [2.529627, -0.678373, -0.536809], [3.969489, 0.775508, 2.344705], [5.283312, -0.055215, 1.628834], [4.125788, 1.551185, 3.422212], [5.548904, 1.837804, 4.293806], [2.830481, 2.153182, 3.755864], [2.596202, 3.182752, 5.076197], [-3.863267, -1.825716, -2.423728], [-3.497088, -0.654906, -1.552041], [-4.638350, 0.106388, -0.939489], [-2.336296, -0.344662, -1.354682], [-4.420123, -2.559643, -1.837863], [-2.978340, -2.293301, -2.848369], [-4.523616, -1.497780, -3.228190], [-5.300927, 0.468993, -1.728378], [-4.287635, 0.940458, -0.337259], [-5.232689, -0.563176, -0.314020]], "forces_ev_per_a": [[-0.840, -1.436, 1.728], [0.007, 0.031, 0.044], [0.097, -0.189, 0.118], [-0.296, 0.750, -1.123], [-0.080, 0.031, -0.186], [-0.064, 0.028, -0.078], [0.028, -0.039, 0.025], [-0.073, -0.049, 0.000], [-0.191, 0.055, -0.022], [0.508, -0.286, 0.440], [0.000, 0.002, -0.001], [-0.002, 0.000, -0.003], [0.016, 0.010, -0.003], [0.061, -0.008, -0.024], [-0.155, 3.952, -2.634], [-0.406, -0.533, 0.891], [0.041, 0.221, 0.099], [-0.110, 0.028, -0.174], [-0.097, -0.004, -0.051], [0.103, -0.056, -0.030], [-0.222, -0.078, 0.156], [0.779, -0.157, 0.245], [-4.169, 2.243, 0.237], [2.570, -2.939, 1.094], [-1.198, 0.698, -0.767], [1.095, -0.478, 1.192], [-2.742, -0.432, -2.844], [0.022, -0.113, 2.804], [-1.043, 0.083, -0.434], [0.486, -1.725, 0.430], [0.041, 0.103, 0.110], [0.005, -0.014, -0.002], [-0.002, 0.021, 0.027], [0.018, 0.001, -0.014], [-0.083, 0.068, 0.083], [-0.059, 0.067, -0.013], [0.026, 0.018, 0.107], [0.054, -0.012, -0.014], [-0.384, 0.426, 0.002], [-0.154, -0.117, -0.064], [0.048, 0.189, -0.297], [2.073, -0.303, 0.122], [-4.058, 1.490, -0.033], [9.164, -0.963, -1.122], [-0.279, -0.209, 0.216], [-0.229, -0.201, -0.130], [-0.112, -0.029, 0.042], [-0.017, 0.023, -0.031], [0.012, -0.108, 0.033], [0.020, 0.044, 0.005], [0.008, -0.020, -0.010], [-0.021, 0.083, 0.049], [0.002, 0.037, -0.032], [-0.176, -0.183, -0.180], [-0.010, 0.004, -0.003], [0.012, 0.014, 0.012], [-0.008, -0.003, 0.005], [-0.014, -0.021, 0.004], [0.006, -0.020, 0.003], [-0.010, 0.004, -0.003]]}

***

# 4
{"formula": "C6H10O", "method": "wB97M-V/def2-TZVPD", "e_tot_ev": -8430.7672, "symbols": ["C", "C", "C", "C", "C", "C", "O", "H", "H", "H", "H", "H", "H", "H", "H", "H", "H"], "coordinates": [[-0.782766, -1.888587, 0.759023], [-1.249731, -1.245216, -0.305520], [-1.626752, 0.220020, -0.248706], [-0.377838, 1.024263, 0.152138], [0.851925, 0.514928, -0.593367], [2.217731, 0.792853, -0.012482], [0.743272, -0.068107, -1.650380], [-0.780179, -1.412101, 1.738876], [-0.333607, -2.873875, 0.689059], [-1.215688, -1.711062, -1.287171], [-2.424172, 0.384240, 0.486241], [-2.001699, 0.568293, -1.215293], [-0.479928, 2.093028, -0.084808], [-0.215675, 0.969141, 1.236011], [2.464340, 1.842054, -0.210491], [2.944810, 0.157563, -0.522517], [2.265964, 0.632564, 1.069381]], "forces_ev_per_a": [[-0.100, -0.003, -0.058], [0.092, -0.124, 0.158], [-0.043, 0.004, -0.012], [0.017, 0.019, -0.008], [0.039, 0.034, -0.232], [0.059, 0.007, -0.030], [0.072, 0.329, 0.220], [0.055, -0.092, -0.101], [-0.271, 0.007, 0.027], [-0.065, 0.004, 0.200], [0.144, 0.024, -0.105], [0.087, -0.136, 0.116], [-0.017, -0.119, 0.034], [0.078, -0.047, -0.215], [0.023, -0.072, 0.082], [-0.064, 0.136, 0.089], [-0.106, 0.029, -0.165]]}

***

# 5
{"formula": "C8H9NS2", "method": "wB97M-V/def2-TZVPD", "e_tot_ev": -31599.6275, "symbols": ["S", "C", "C", "C", "C", "C", "C", "H", "H", "H", "H", "H", "H", "C", "S", "C", "N", "H", "H", "H"], "coordinates": [[2.138138, 0.559288, 0.588742], [0.911452, 1.159418, -0.355609], [0.391619, 2.491984, -0.353967], [-0.575276, 2.801189, -1.279904], [-1.146460, 1.880893, -2.216893], [-0.744398, 0.593783, -2.210785], [0.298533, 0.091374, -1.173160], [0.786466, 3.239945, 0.184136], [-1.003330, 3.767390, -1.299485], [-1.928399, 2.085624, -2.849637], [-1.092174, -0.008635, -2.990665], [-0.232845, -0.555768, -0.381128], [1.023152, -0.565790, -1.606302], [0.985766, -2.610578, 2.820676], [-0.544918, -3.486022, 2.304221], [-1.255487, -2.363622, 1.191011], [-1.894388, -1.677423, 0.531729], [1.480400, -1.841468, 2.116002], [1.525893, -3.527329, 3.176779], [0.876254, -2.034250, 3.804239]], "forces_ev_per_a": [[0.130, 1.001, 0.299], [1.250, -1.028, 1.015], [-2.110, -2.175, -3.476], [0.322, -0.606, 0.960], [1.746, -2.252, 1.537], [1.651, 0.981, 1.752], [-3.113, 0.301, -0.609], [1.470, 2.259, 2.232], [-0.070, 1.146, 0.106], [-1.494, 1.198, -1.464], [-0.557, -1.346, -0.707], [0.364, 0.846, -1.425], [0.479, -0.266, -0.289], [0.534, 0.792, 1.728], [0.050, 1.342, -0.893], [0.415, -1.150, 1.567], [-0.277, 0.471, -0.626], [-0.714, -1.951, 0.585], [0.453, 1.098, -0.898], [-0.528, -0.662, -1.394]]}